1.
ORCA calculation (the ωB97M-V functional and the def2-TZVPD basis) on a molecular structure, C13H17BrN2O3 in a non-equilibrium geometry.

Each line ends with the natural charge from an NBO analysis.
Element x y z (Å)
C  -4.021  -0.720  0.443  -0.6098
H  -4.263  0.356  0.181  0.1954
H  -5.076  -1.148  0.589  0.2160
H  -3.388  -0.746  1.230  0.2292
C  -3.643  -1.175  -0.815  -0.1905
C  -4.479  -1.170  -1.882  -0.6037
H  -5.399  -1.594  -1.471  0.2163
H  -4.633  -0.071  -2.350  0.1811
H  -4.160  -1.676  -2.942  0.2273
C  -2.193  -0.797  -1.269  -0.4090
H  -2.037  0.202  -1.436  0.2046
H  -1.825  -1.068  -2.436  0.1968
C  -1.101  -1.064  -0.313  -0.0941
N  0.220  -0.480  -0.672  -0.6119
C  0.822  0.288  0.345  0.7648
O  0.523  0.154  1.658  -0.7467
N  1.952  0.818  0.159  -0.5507
C  2.969  1.515  0.869  0.1041
C  3.983  1.992  -0.013  -0.2432
C  5.054  2.698  0.883  -0.0911
C  4.829  3.107  2.148  -0.2751
C  3.901  2.392  2.872  -0.0739
C  2.841  1.656  2.087  -0.2287
H  2.041  1.228  2.720  0.2847
H  3.568  2.741  3.605  0.1566
H  5.488  3.546  2.706  0.2120
Br  6.403  3.589  0.067  0.0972
H  4.217  1.815  -1.085  0.2461
H  2.362  0.698  -0.864  0.3639
H  0.621  -0.575  -1.446  0.3729
C  -0.652  -2.724  -0.696  0.7899
O  -1.396  -3.484  -0.270  -0.5924
O  0.462  -2.953  -1.284  -0.6484
H  0.575  -3.763  -1.292  0.4696
H  -1.241  -1.017  0.729  0.2657
H  -3.327  -2.570  -0.756  0.1750

## Properties
HOMO level, eV: -8.70
Calculated total energy, eV: -92911.5802
Orbital gap, eV: 8.651
Total charge: 0

=====

2.
ORCA calculation (the ωB97M-V functional and the def2-TZVPD basis) on C13H17Cl2NO2 in the gas phase.

Each line ends with the natural charge from an NBO analysis.
Element x y z (Å)
O  0.223  -3.136  2.879  -0.6009
C  0.377  -1.946  2.965  0.8012
O  0.552  -1.336  4.145  -0.6923
H  0.539  -1.986  4.864  0.4975
C  0.378  -0.984  1.809  -0.5169
C  1.568  -0.022  1.844  -0.3834
C  1.639  0.854  0.595  -0.3989
C  0.481  1.839  0.480  -0.4121
C  0.601  2.699  -0.779  -0.2072
N  0.605  1.898  -1.989  -0.6278
H  1.047  2.414  -2.738  0.3692
C  -0.700  1.421  -2.422  -0.2567
C  -1.015  0.062  -1.845  -0.0851
C  -0.197  -1.028  -2.143  -0.0112
C  -0.445  -2.296  -1.643  -0.2369
C  -1.542  -2.503  -0.825  -0.1857
C  -2.382  -1.449  -0.517  -0.2386
C  -2.113  -0.187  -1.025  -0.0175
Cl  -3.201  1.094  -0.601  0.0053
H  -3.242  -1.598  0.116  0.2320
H  -1.739  -3.484  -0.424  0.2306
H  0.216  -3.109  -1.896  0.2338
Cl  1.161  -0.806  -3.179  0.0252
H  -1.501  2.127  -2.157  0.1984
H  -0.687  1.317  -3.511  0.2212
H  -0.218  3.441  -0.782  0.1641
H  1.548  3.243  -0.744  0.1941
H  0.469  2.500  1.350  0.2048
H  -0.465  1.302  0.453  0.1988
H  1.655  0.225  -0.295  0.2137
H  2.576  1.416  0.618  0.2015
H  1.499  0.604  2.735  0.2079
H  2.488  -0.607  1.916  0.2053
H  -0.555  -0.420  1.861  0.2312
H  0.379  -1.562  0.885  0.2351

## Properties
HOMO level, eV: -8.92
Calculated total energy, eV: -44387.8055
Orbital gap, eV: 9.640
Total charge: 0
Structure (SMILES): O=C(O)CCCCCNCc1c(Cl)cccc1Cl

=====

3.
ORCA calculation (the ωB97M-V functional and the def2-TZVPD basis) on C13H17ClN2O2 in the gas phase.

Each line ends with the natural charge from an NBO analysis.
Element x y z (Å)
C  -4.795  -0.339  -1.597  -0.6099
C  -4.343  -1.195  -0.420  -0.3826
C  -4.176  -0.359  0.855  -0.4966
C  -3.124  0.725  0.686  0.6881
O  -3.388  1.904  0.645  -0.6012
N  -1.861  0.211  0.583  -0.6279
C  -0.655  0.879  0.381  0.2459
C  -0.563  2.262  0.261  -0.2715
C  0.674  2.847  0.060  -0.1986
C  1.811  2.068  -0.022  -0.0799
C  1.741  0.674  0.095  0.1467
C  0.495  0.097  0.297  -0.2926
H  0.437  -0.976  0.388  0.2524
N  2.915  -0.063  0.003  -0.6172
C  3.091  -1.409  0.101  0.6919
O  2.193  -2.203  0.285  -0.6123
C  4.530  -1.872  -0.072  -0.4945
C  5.622  -0.862  0.262  -0.6200
H  5.461  -0.425  1.246  0.2138
H  6.586  -1.366  0.273  0.2260
H  5.682  -0.065  -0.477  0.2022
H  4.631  -2.199  -1.111  0.2305
H  4.640  -2.763  0.550  0.2349
H  3.735  0.511  -0.151  0.4182
Cl  3.355  2.833  -0.274  -0.0139
H  0.753  3.918  -0.033  0.2298
H  -1.449  2.869  0.326  0.2598
H  -1.770  -0.794  0.648  0.3993
H  -3.898  -1.004  1.691  0.2185
H  -5.120  0.133  1.093  0.2320
H  -5.084  -1.974  -0.230  0.2080
H  -3.402  -1.690  -0.672  0.1911
H  -4.065  0.439  -1.807  0.2102
H  -5.745  0.140  -1.375  0.2076
H  -4.916  -0.951  -2.488  0.2118

## Properties
HOMO level, eV: -8.36
Calculated total energy, eV: -33356.1800
Orbital gap, eV: 9.056
Total charge: 0
Structure (SMILES): CCCC(=O)Nc1ccc(Cl)c(NC(=O)CC)c1

=====

4.
ORCA calculation (the ωB97M-V functional and the def2-TZVPD basis) on a molecular structure, C13H17CrFO15 in a non-equilibrium geometry.

Each line ends with the natural charge from an NBO analysis.
Element x y z (Å)
Cr  -1.046  1.289  -0.286  1.4453
O  -4.050  -1.262  -1.119  -0.6247
C  -3.130  -0.411  -0.820  0.9510
O  -3.044  0.744  -1.317  -0.7117
O  -2.117  -0.730  -0.153  -0.7762
H  -3.772  -1.916  -0.474  0.4998
O  -1.058  5.340  -0.178  -0.5855
C  -0.976  4.033  -0.086  0.9274
O  -1.976  3.324  -0.395  -0.3659
O  0.006  3.381  0.193  -0.5181
H  -0.130  5.425  0.052  0.5023
C  -0.971  -0.526  5.953  -0.6425
C  -1.902  0.256  5.023  0.0701
C  -1.814  1.715  5.186  -0.1082
O  -1.702  2.238  3.922  -0.4581
C  -1.433  1.257  3.050  1.0370
O  -1.312  1.365  1.864  -0.6669
O  -1.538  0.158  3.619  -0.4421
H  -0.985  -1.519  5.503  0.2368
H  -1.249  -0.617  7.003  0.2484
H  0.060  -0.173  5.948  0.2265
H  -2.958  -0.016  5.032  0.2098
H  -1.019  2.031  5.861  0.1913
H  -2.673  2.101  5.734  0.2099
C  2.795  -1.432  -4.970  -0.6298
C  2.056  -0.118  -4.831  0.0670
C  0.675  -0.112  -5.485  -0.0912
O  -0.109  0.559  -4.506  -0.4582
C  0.579  0.791  -3.369  1.0311
O  0.071  1.201  -2.339  -0.6530
O  1.761  0.121  -3.422  -0.4818
H  3.645  -1.537  -4.295  0.2371
H  3.013  -1.584  -6.027  0.2359
H  2.123  -2.244  -4.691  0.2130
H  2.631  0.730  -5.202  0.1941
H  0.295  -1.125  -5.614  0.2001
H  0.763  0.429  -6.428  0.2137
C  2.967  -2.552  -0.004  -0.1338
C  1.678  -3.217  0.449  0.4532
O  0.802  -2.066  0.266  -0.4925
C  1.371  -0.895  0.113  1.0469
O  0.863  0.162  0.002  -0.6209
O  2.687  -1.186  0.162  -0.4817
F  1.716  -3.476  1.762  -0.3163
H  3.124  -2.924  -1.016  0.1915
H  3.869  -2.925  0.482  0.2335
H  1.414  -4.087  -0.153  0.1867

## Properties
HOMO level (alpha / beta), eV: -11.22 / -11.29
Multiplicity: 6
Calculated total energy, eV: -75601.0136
Orbital gap (alpha / beta), eV: 8.924 / 4.018
Total charge: +1

=====

5.
ORCA calculation (the ωB97M-V functional and the def2-TZVPD basis) on a molecular structure, C13H17F4N2OPt.

Each line ends with the natural charge from an NBO analysis.
Element x y z (Å)
Pt  0.033  -0.413  -0.207  0.8466
C  -2.827  -0.952  -1.008  -0.4203
N  -1.974  -0.058  -0.190  -0.3424
C  -2.463  -0.094  1.216  -0.4300
C  -2.119  1.339  -0.744  -0.2278
C  -1.148  2.284  -0.080  -0.2419
N  0.117  1.579  -0.092  -0.7015
C  1.334  2.132  0.170  0.0753
C  2.445  1.290  0.156  0.2764
F  2.191  -0.078  -0.075  -0.3370
C  3.743  1.687  0.367  0.3599
F  4.717  0.777  0.324  -0.2901
C  4.014  3.014  0.628  -0.3670
C  2.938  3.882  0.669  0.3826
F  3.147  5.171  0.928  -0.2852
C  1.634  3.470  0.457  0.2624
F  0.643  4.375  0.523  -0.3019
H  -3.868  -0.642  -0.896  0.2115
H  -2.712  -1.973  -0.669  0.2326
H  -2.533  -0.875  -2.051  0.2260
H  -3.473  0.318  1.249  0.2130
H  -1.806  0.489  1.854  0.2322
H  -2.477  -1.126  1.556  0.2238
H  -3.160  1.645  -0.626  0.2186
H  -1.885  1.262  -1.806  0.2229
H  -1.473  2.535  0.937  0.1950
H  -1.129  3.216  -0.646  0.2358
H  5.021  3.361  0.800  0.2661
C  -0.733  -4.594  -0.691  -0.2762
O  -0.847  -3.156  -0.530  -0.4568
C  0.136  -2.379  -0.214  0.3422
C  1.430  -3.034  0.151  -0.7664
H  0.220  -4.862  -1.135  0.2049
H  -1.547  -4.865  -1.354  0.2248
H  -0.859  -5.073  0.277  0.2128
H  1.240  -3.795  0.915  0.2560
H  2.147  -2.320  0.542  0.2581
H  1.885  -3.536  -0.706  0.2650

## Properties
HOMO level, eV: -10.75
Calculated total energy, eV: -32892.6365
Orbital gap, eV: 7.244
Total charge: +1

=====

6.
ORCA calculation (the ωB97M-V functional and the def2-TZVPD basis) on a molecular structure, C13H17IN2OSn in a non-equilibrium geometry.

Each line ends with the natural charge from an NBO analysis.
Element x y z (Å)
C  -1.904  -3.429  0.430  -1.0176
C  -2.041  -0.338  2.302  -1.0527
H  -2.696  -3.338  -0.339  0.2826
H  -2.440  -3.447  1.394  0.2632
H  -1.335  -4.378  0.474  0.2764
H  -2.636  0.505  1.964  0.2748
H  -2.652  -1.140  2.737  0.2483
H  -1.407  0.024  3.103  0.2581
C  -0.072  -1.291  -2.610  0.0562
C  0.469  -0.917  -3.850  -0.2218
C  0.651  0.437  -4.103  -0.1053
C  0.324  1.340  -3.100  -0.1958
H  -0.209  -2.345  -2.377  0.2097
H  0.716  -1.694  -4.559  0.2603
H  1.029  0.785  -5.070  0.2624
H  0.430  2.406  -3.266  0.2442
N  -0.399  -0.435  -1.634  -0.4800
C  -0.177  0.890  -1.854  0.1574
C  -0.441  1.858  -0.753  0.2336
N  -0.923  1.367  0.395  -0.5020
C  -0.904  2.184  1.461  0.0445
C  -0.334  4.133  0.199  -0.1285
C  -0.730  3.575  1.400  -0.2087
H  -1.099  1.708  2.415  0.2029
H  -0.882  4.129  2.311  0.2547
C  -0.159  3.257  -0.879  -0.2018
H  0.186  3.640  -1.818  0.2303
H  -0.142  5.203  0.103  0.2601
Sn  -1.026  -1.403  0.764  1.8824
I  1.114  -3.472  -0.052  0.1929
C  2.038  -0.790  1.572  -0.2987
O  0.701  -0.547  1.408  -0.4513
H  2.365  -1.624  0.919  0.2802
H  2.286  -1.094  2.603  0.2456
H  2.597  0.113  1.268  0.2435

## Properties
HOMO level (alpha / beta), eV: -15.25 / -15.21
Calculated total energy, eV: -32695.3031
Orbital gap (alpha / beta), eV: 4.882 / 3.601
Total charge: +2